Entry 1:
2 unconnected molecules or ions with the total composition CH2Cl2O3 in a non-equilibrium geometry. Source: OMol25; level of theory: ωB97M-V with the def2-TZVPD basis set.

The geometry in XYZ format:
```
8
Properties=species:S:1:pos:R:3:forces:R:3
C -0.14234 -0.47279 0.01798 -0.720 -1.466 -0.655
O 0.02542 0.79657 0.22221 0.344 1.342 0.276
O 2.31594 -0.83368 -0.83484 0.298 0.414 0.109
O -0.62722 -0.93838 -1.00335 1.322 2.322 0.192
Cl 2.97376 0.57704 -0.58367 0.057 -0.378 -0.153
Cl -1.69349 -2.69829 -0.81385 -1.071 -1.952 0.267
H 0.14827 -1.08501 0.87906 -0.116 0.108 -0.132
H -0.20056 1.33329 -0.56007 -0.115 -0.390 0.095
```
Forces are in eV/Å.

LUMO (spin up / spin down) ... -0.038 / -0.107 hartree
Charge ... 0
Gap between HOMO and LUMO (spin up / spin down) ... 9.0 / 6.2 eV
Maximum force ... 2.679 eV Å⁻¹

Taken from the Mulliken analysis, the atomic charges in e are: C 0.344; O -0.370; O -0.209; O -0.477; Cl 0.202; Cl -0.205; H 0.369; H 0.345



Entry 2:
A gas-phase ion, C4H12N2O (charge -1) in a non-equilibrium geometry. Source: OMol25; level of theory: ωB97M-V with the def2-TZVPD basis set.

The geometry in XYZ format:
```
19
Properties=species:S:1:pos:R:3:forces:R:3
N 0.13290 1.28437 -1.17318 0.492 -0.092 -0.355
C 0.33460 -0.02936 -0.51678 -0.834 0.574 -0.075
C -1.08473 -0.61066 -0.32738 0.243 -0.509 -0.933
C -1.10025 -1.88911 0.46669 -0.170 0.492 1.368
O -1.99797 0.34788 0.19514 -0.163 -1.954 0.901
C 1.08205 0.17247 0.77609 0.446 0.030 -0.243
N 2.40901 0.76930 0.53859 -0.165 -0.188 -0.104
H 0.22248 1.15765 -2.18523 -0.219 -0.060 0.056
H 0.94516 1.85780 -0.95322 -0.063 0.030 0.190
H 0.86849 -0.70273 -1.19731 0.216 -0.133 0.294
H -1.36281 -0.85912 -1.36752 -0.306 0.073 0.133
H -0.84958 -1.63651 1.50306 -0.033 -0.041 0.017
H -2.05624 -2.41061 0.52989 -0.119 0.150 -0.409
H -0.33109 -2.57322 0.15652 0.373 -0.317 -0.458
H -1.77363 1.09701 -0.31615 0.416 1.915 -0.863
H 1.16655 -0.78702 1.29260 -0.082 -0.007 0.145
H 0.51816 0.88242 1.36933 -0.236 -0.095 0.394
H 2.88704 0.15998 -0.13021 0.125 0.071 -0.014
H 2.93791 0.68239 1.40408 0.077 0.061 -0.045
```
Forces are in eV/Å.

LUMO (spin up / spin down) ... 0.153 / 0.149 hartree
⟨S²⟩ ... 0.750
Charge ... -1
Multiplicity ... 2
Gap between HOMO and LUMO (spin up / spin down) ... 2.9 / 9.8 eV
Maximum force ... 2.158 eV Å⁻¹

Taken from the Mulliken analysis, the atomic charges in e are: N -0.202; C -1.333; C 0.761; C -1.719; O -0.336; C -1.824; N -0.576; H 0.568; H 0.203; H -0.582; H 0.028; H 0.333; H 0.501; H 0.561; H 0.456; H 0.583; H -0.147; H 0.725; H 1.002



Entry 3:
2 unconnected molecules or ions with the total composition C9H12N3S in a non-equilibrium geometry. Source: OMol25; level of theory: ωB97M-V with the def2-TZVPD basis set.

The geometry in XYZ format:
```
25
Properties=species:S:1:pos:R:3:forces:R:3
C 3.15991 -0.56455 3.60360 -0.031 0.048 0.011
C 2.61947 -1.50195 2.73987 0.025 -0.047 -0.008
C 2.81239 0.77129 3.47558 0.072 0.010 0.067
C 1.74353 -1.10858 1.74330 -0.025 0.104 -0.003
C 1.93420 1.17866 2.48861 0.017 -0.104 0.012
C 1.40878 0.23014 1.62502 -0.205 0.176 -0.168
C -0.95542 -0.46180 -2.63098 0.187 0.080 -0.025
C -1.77496 1.52510 -2.66438 0.279 -0.014 -0.015
C -3.43289 -0.34562 -2.49035 -1.041 -0.461 -0.132
N 0.00830 0.43921 -2.74436 -0.539 -0.875 -0.246
N -0.49082 1.66587 -2.76495 0.171 1.169 -0.046
N -2.10936 0.20593 -2.58010 0.996 0.064 -0.011
S 0.29266 0.71348 0.32686 0.067 -0.244 0.157
H 3.84518 -0.86779 4.37783 0.082 -0.065 0.089
H 2.87604 -2.54502 2.83581 0.056 -0.112 0.031
H 3.22874 1.50559 4.14752 0.044 0.061 0.081
H 1.32066 -1.83334 1.06400 -0.033 -0.132 -0.045
H 1.66290 2.22023 2.39624 0.002 0.070 -0.001
H -0.83763 -1.52565 -2.58221 0.034 -0.204 0.022
H 0.27455 2.00976 0.61907 -0.036 0.247 -0.009
H -2.47465 2.33496 -2.64927 -0.211 0.141 0.002
H -4.07200 0.32386 -1.91783 0.118 -0.038 0.044
H -3.85955 -0.46456 -3.48848 0.086 0.022 0.088
H -3.40097 -1.31788 -2.00279 0.040 0.095 0.033
H 1.01130 0.29179 -2.76818 -0.152 0.009 0.073
```
Forces are in eV/Å.

LUMO ... -0.127 hartree
Charge ... +1
Gap between HOMO and LUMO ... 7.7 eV
Maximum force ... 1.183 eV Å⁻¹

Taken from the Mulliken analysis, the atomic charges in e are: C -0.581; C -0.434; C -0.473; C -0.506; C -0.673; C 1.083; C -0.126; C -0.076; C -0.794; N 0.319; N -0.523; N 0.112; S -0.241; H 0.385; H 0.367; H 0.365; H 0.331; H 0.271; H 0.399; H 0.148; H 0.442; H 0.327; H 0.343; H 0.320; H 0.215



Entry 4:
A molecular structure, C6H10O in a non-equilibrium geometry. Source: OMol25; level of theory: ωB97M-V with the def2-TZVPD basis set.

The geometry in XYZ format:
```
17
Properties=species:S:1:pos:R:3:forces:R:3
C -0.36264 -1.72000 -0.92489 2.131 -1.231 -0.182
C 0.18327 -0.65097 -0.04299 -6.437 1.027 -0.121
C -1.26893 0.33676 -0.07942 1.438 -0.214 0.752
C -0.31091 1.49836 -0.27415 0.132 0.908 0.042
C 0.93425 0.65473 -0.07972 0.656 0.593 -0.380
C 1.24575 0.29611 1.36771 0.627 0.517 0.387
O 0.50610 -0.90871 1.31026 -0.331 -1.278 -0.671
H -1.31691 -2.17335 -0.65978 -0.028 0.535 0.483
H -0.41048 -1.43126 -1.96612 0.054 0.319 -0.154
H 0.36969 -2.48044 -0.82788 0.664 -1.656 -0.588
H -2.07174 0.28298 -0.82295 0.474 -0.570 -0.142
H -1.71896 0.21823 0.89307 -0.089 0.259 0.484
H -0.42404 2.33277 0.41314 0.082 0.268 0.055
H -0.34746 1.89055 -1.28828 -0.066 0.065 -0.081
H 1.76286 0.84694 -0.74588 0.385 -0.019 -0.034
H 0.86929 0.95459 2.13774 -0.224 0.419 0.149
H 2.27784 0.07164 1.58639 0.531 0.057 0.002
```
Forces are in eV/Å.

LUMO ... 0.042 hartree
Charge ... 0
Gap between HOMO and LUMO ... 9.3 eV
Maximum force ... 6.519 eV Å⁻¹

Taken from the Mulliken analysis, the atomic charges in e are: C -1.517; C 1.148; C -1.061; C -0.613; C -0.207; C -0.610; O -0.490; H 0.341; H 0.347; H 0.447; H 0.351; H 0.333; H 0.315; H 0.279; H 0.402; H 0.263; H 0.271



Entry 5:
A molecular structure, C6H14FHoO3 in a non-equilibrium geometry. Source: OMol25; level of theory: ωB97M-V with the def2-TZVPD basis set.

The geometry in XYZ format:
```
25
Properties=species:S:1:pos:R:3:forces:R:3
F 0.97789 3.15792 2.38993 0.375 -1.886 -1.165
C 2.23014 -1.63787 1.77932 0.434 -0.495 0.670
O 1.51330 -0.62087 1.09263 -0.310 -0.436 -0.958
C 1.97735 0.70599 1.35453 0.596 0.877 0.035
C 0.90533 1.68817 0.94520 0.843 1.599 2.351
O 0.12158 1.03718 -0.67772 0.861 -2.309 -1.241
C -1.21384 1.41194 -0.90556 -0.627 0.392 0.799
C -1.92584 0.36824 -1.74119 -0.433 0.934 -0.529
O -1.53553 -0.90250 -1.22449 0.861 -0.164 0.079
C -2.30314 -1.99853 -1.69387 -0.700 -0.649 -0.371
Ho 0.74658 -1.04045 -1.03617 -0.505 1.300 0.763
H 2.06413 -2.57718 1.24010 0.065 0.014 0.174
H 3.30550 -1.40690 1.80178 -0.334 -0.109 -0.036
H 1.83603 -1.72689 2.80061 0.184 -0.009 -0.270
H 2.89603 0.88969 0.77376 -0.092 -0.225 0.337
H 2.18570 0.81319 2.43299 -0.186 0.173 -0.432
H 1.39520 2.47848 0.35704 -1.660 0.069 0.563
H -0.00178 1.42824 1.51206 0.023 1.216 -0.990
H -1.29796 2.39939 -1.38881 0.129 -0.322 0.156
H -1.72577 1.45953 0.07340 0.102 0.186 -0.286
H -1.65180 0.43800 -2.80709 -0.031 -0.127 0.220
H -3.01715 0.48527 -1.66091 0.293 -0.073 0.001
H -1.81470 -2.91397 -1.34219 -0.181 0.121 -0.059
H -3.31979 -1.93858 -1.28203 0.289 -0.054 -0.105
H -2.34746 -1.99750 -2.79332 0.003 -0.023 0.293
```
Forces are in eV/Å.

LUMO (spin up / spin down) ... -0.151 / -0.182 hartree
⟨S²⟩ ... 8.753
Charge ... +1
Multiplicity ... 6
Gap between HOMO and LUMO (spin up / spin down) ... 6.5 / 7.2 eV
Maximum force ... 2.966 eV Å⁻¹

Taken from the Mulliken analysis, the atomic charges in e are: F -0.652; C -0.687; O -0.196; C -0.511; C 0.103; O -0.505; C -0.376; C -0.517; O -0.245; C -0.721; Ho 1.001; H 0.271; H 0.356; H 0.272; H 0.291; H 0.424; H 0.224; H 0.188; H 0.308; H 0.330; H 0.320; H 0.390; H 0.302; H 0.281; H 0.350



Entry 6:
2 unconnected molecules or ions with the total composition H16Si7 in a non-equilibrium geometry. Source: OMol25; level of theory: ωB97M-V with the def2-TZVPD basis set.

The geometry in XYZ format:
```
23
Properties=species:S:1:pos:R:3:forces:R:3
Si -2.52419 -0.27644 2.20250 -0.066 0.784 0.060
Si -2.17255 1.82257 -0.88429 0.442 2.580 0.898
Si 0.86286 -1.60276 -2.51421 1.063 0.328 0.076
Si 1.74230 -1.67629 1.50538 -0.131 -2.661 -1.271
Si 2.07922 1.48045 -0.64059 -0.805 0.071 0.511
Si -1.20967 0.14466 0.26683 1.379 0.317 2.193
Si 0.96800 -0.58091 -0.37417 -0.958 0.994 -0.624
H -3.90625 0.33500 2.36863 0.763 0.265 -0.417
H -2.93369 -1.63405 2.01653 0.064 -1.231 0.401
H -1.69738 0.13775 3.37868 -0.282 -0.492 -0.178
H -1.02071 2.09578 -1.76488 0.043 0.576 -0.159
H -2.72612 3.07600 -0.04728 1.033 -1.285 -0.592
H -3.28590 1.70842 -1.73034 -1.277 -0.870 -1.012
H 2.19097 -2.21722 -2.75943 -0.082 -0.154 -0.022
H 0.42397 -1.05164 -3.81406 0.118 0.711 0.204
H -0.15304 -2.54468 -2.29420 -1.035 -1.526 0.270
H 1.06949 -1.57520 2.75704 -0.709 0.307 0.751
H 1.86520 -3.26542 1.23600 -0.014 1.772 0.215
H 3.02547 -1.07905 1.56703 1.309 0.348 0.323
H 1.56539 2.46219 0.41546 0.643 -0.429 -0.755
H 1.64514 1.95577 -1.98210 0.406 0.075 -0.016
H 3.51902 1.16449 -0.50859 0.112 0.282 -0.172
H 0.67248 1.12057 1.60006 -2.018 -0.763 -0.685
```
Forces are in eV/Å.

LUMO (spin up / spin down) ... -0.053 / -0.052 hartree
Charge ... 0
Gap between HOMO and LUMO (spin up / spin down) ... 6.4 / 6.9 eV
Maximum force ... 2.952 eV Å⁻¹

Taken from the Mulliken analysis, the atomic charges in e are: Si 0.385; Si 0.417; Si 0.508; Si 0.531; Si 0.431; Si -0.008; Si -0.257; H -0.118; H -0.123; H -0.066; H -0.151; H -0.080; H -0.153; H -0.140; H -0.134; H -0.164; H -0.145; H -0.103; H -0.152; H -0.070; H -0.114; H -0.151; H -0.144



> What is the maximum force in the first record?

2.679 eV Å⁻¹



> The highest maximum force belongs to which entry?

C6H10O